Entry from the Open Molecules 2025 dataset: a cluster of 9 separate species, C34H70N2O16 in total at a distorted geometry (wB97M-V/def2-TZVPD).

## Properties
SMILES: CCOC(C)=O.CCOC(C)=O.CCOC(C)=O.CCOC(C)=O.CCOC(C)=O.CCOC(C)=O.CCOC(C)=O.CN(C)C=O.CN(C)C=O
Orbital gap (eV): 9.39
Calculated total energy (eV): -72131.529
Lowest unoccupied orbital energy (eV): 0.3

Last column: Löwdin charge in e.
Positions of all 122 atoms, in Å:
C 10.5073 21.0203 -12.4051  -0.0638
C 9.3853 20.9540 -13.4197  -0.1962
O 9.9459 20.6450 -14.7453  -0.0477
C 9.2842 19.8975 -15.7341  -0.4625
C 10.1338 19.6536 -16.9166  0.0024
O 8.1335 19.4046 -15.6158  0.0390
H 11.3596 20.3883 -12.6544  0.0668
H 10.1834 20.7680 -11.3954  0.0774
H 10.8104 22.0670 -12.3791  0.0764
H 8.7341 20.1404 -13.1004  0.1109
H 8.8140 21.8788 -13.5008  0.1217
H 9.7639 19.0013 -17.7076  0.0821
H 11.0821 19.2550 -16.5560  0.0929
H 10.2127 20.5935 -17.4629  0.0948
C 7.3681 12.8588 -13.5051  -0.0721
C 7.0802 12.4560 -14.9638  -0.1908
O 5.7564 12.8381 -15.2764  -0.0277
C 4.6208 12.3109 -14.8320  -0.4988
C 3.4052 12.9830 -15.6387  0.0307
O 4.5050 11.3778 -14.0686  0.0933
H 7.5588 13.9250 -13.3828  0.0679
H 8.2945 12.4677 -13.0843  0.0629
H 6.6838 12.4689 -12.7516  0.0765
H 7.8840 12.9466 -15.5128  0.1116
H 7.1480 11.3697 -15.0216  0.1232
H 2.4373 12.5616 -15.3670  0.0752
H 3.6629 12.9198 -16.6959  0.0752
H 3.3604 14.0255 -15.3236  0.0724
C 14.1504 14.8210 -15.4341  -0.0404
C 13.4746 15.8044 -14.4888  -0.1770
O 12.1052 16.0530 -14.8648  0.0115
C 11.2495 16.7289 -14.1750  -0.5897
C 9.8381 16.6722 -14.7410  0.0451
O 11.5195 17.2661 -13.1402  0.0861
H 15.2300 14.7893 -15.2870  0.0828
H 13.9804 14.9973 -16.4962  0.0535
H 13.6019 13.8940 -15.2668  0.0655
H 13.3954 15.4438 -13.4633  0.1053
H 14.0031 16.7542 -14.4079  0.1108
H 9.5583 15.6938 -14.3505  0.0876
H 9.8728 16.8626 -15.8137  0.0615
H 9.2578 17.3519 -14.1170  0.0860
C 14.2547 17.5541 -19.4355  -0.0766
C 15.4295 16.7354 -18.8873  -0.1487
O 14.8728 15.4112 -18.5756  -0.0371
C 14.8738 14.3882 -19.3895  -0.5674
C 14.6998 13.1262 -18.5883  0.0305
O 15.1716 14.4115 -20.5580  0.1053
H 13.4842 17.6561 -18.6713  0.0592
H 13.8028 17.0679 -20.3001  0.0712
H 14.4666 18.5650 -19.7838  0.0762
H 16.2804 16.6604 -19.5644  0.1226
H 15.6810 17.3175 -18.0007  0.1150
H 14.2668 12.3874 -19.2628  0.0880
H 13.9988 13.1964 -17.7566  0.0719
H 15.6198 12.6508 -18.2484  0.0863
C 12.5768 18.0236 -8.9596  -0.0655
C 12.8375 16.9452 -9.9912  -0.2043
O 13.2662 15.7579 -9.2982  -0.0379
C 14.5621 15.4664 -8.9875  -0.4574
C 14.6579 14.0716 -8.2991  0.0214
O 15.5817 16.1218 -9.2728  0.0514
H 12.2022 18.8707 -9.5341  0.0767
H 13.3911 18.4982 -8.4121  0.0750
H 11.9588 17.6280 -8.1536  0.0836
H 11.8647 16.8706 -10.4771  0.1111
H 13.5652 17.1828 -10.7672  0.1039
H 15.4931 13.4234 -8.5642  0.0836
H 13.7446 13.5250 -8.5338  0.0657
H 14.6286 14.3585 -7.2479  0.0850
C 17.3141 12.3124 -15.4906  -0.0644
C 17.4112 11.0841 -14.5824  -0.2311
O 16.5939 9.9975 -14.8685  -0.0025
C 16.5942 9.3702 -16.0623  -0.5176
C 15.8155 8.1367 -16.0882  0.0172
O 17.2569 9.7139 -17.0423  0.0795
H 17.5018 12.1482 -16.5517  0.0648
H 18.0498 13.0306 -15.1288  0.0805
H 16.3340 12.7791 -15.3917  0.0517
H 18.4484 10.7510 -14.5472  0.1262
H 17.1135 11.4646 -13.6053  0.1187
H 16.4716 7.2710 -15.9983  0.1032
H 15.4361 8.1322 -17.1101  0.0961
H 14.8741 8.1085 -15.5394  0.0735
C 12.2850 12.7705 -11.9297  -0.0463
C 13.2208 11.9664 -12.7411  -0.2540
O 12.8091 10.6258 -12.9241  -0.0046
C 12.6150 10.2111 -14.2161  -0.4629
C 11.8783 8.8651 -14.1877  0.0208
O 13.0878 10.6459 -15.2744  0.0675
H 11.2948 12.3662 -12.1395  0.0782
H 12.2559 13.8458 -12.1063  0.0715
H 12.3509 12.6132 -10.8531  0.0768
H 13.5662 12.4045 -13.6775  0.0960
H 14.1889 11.9255 -12.2417  0.1236
H 11.5254 8.5330 -13.2113  0.0841
H 12.5275 8.0998 -14.6130  0.0733
H 11.0941 8.9876 -14.9348  0.0867
C 8.8931 15.6533 -20.4136  -0.0537
N 9.6230 15.5975 -19.1052  -0.1655
C 8.8138 15.2537 -17.9278  -0.0426
C 10.8584 16.1697 -18.9883  -0.3508
O 11.3915 16.3513 -17.9331  0.0281
H 9.4698 15.6408 -21.3384  0.0792
H 8.3899 16.6160 -20.5040  0.0797
H 8.1099 14.9162 -20.5906  0.0815
H 9.4375 14.9173 -17.0996  0.0755
H 8.3151 16.1856 -17.6616  0.0925
H 8.0259 14.5260 -18.1221  0.0847
H 11.1813 16.4150 -20.0119  0.1345
C 16.3480 18.5435 -11.7959  -0.0471
N 15.5062 19.7403 -11.9924  -0.1829
C 14.5762 19.7217 -13.1482  -0.0291
C 15.3702 20.6818 -11.0188  -0.3006
O 14.5369 21.6240 -11.1113  -0.0480
H 15.7528 17.6744 -11.5160  0.0584
H 17.1470 18.6012 -11.0568  0.0904
H 16.7438 18.3746 -12.7974  0.0801
H 15.1606 19.5603 -14.0540  0.0820
H 13.8727 18.8909 -13.0939  0.0646
H 14.0197 20.6584 -13.1808  0.0803
H 16.0447 20.4563 -10.1784  0.1316

=====

Entry from the Open Molecules 2025 dataset: a cluster of 9 separate species, C34H70N2O9 in total at a distorted geometry (wB97M-V/def2-TZVPD).

## Properties
SMILES: CNC(C)=O.CNC(C)=O.C1CCOC1.C1CCOC1.C1CCOC1.C1CCOC1.C1CCOC1.C1CCOC1.C1CCOC1
Orbital gap (eV): 9.09
Calculated total energy (eV): -57797.626
Lowest unoccupied orbital energy (eV): 0.4
Relative energy (zero: lowest compared OMol25 entry of this formula, charge and spin) (kcal/mol): 0.00

Last column: Löwdin charge in e.
Positions of all 115 atoms, in Å:
C -3.6545 -6.3898 1.2530  -0.0720
N -3.6411 -4.9674 0.9265  0.0219
C -4.0103 -3.8959 1.6740  -0.5478
C -4.7662 -4.1465 2.9691  0.0131
O -3.6641 -2.7703 1.3594  0.0172
H -3.4219 -6.5506 2.3022  0.0725
H -2.8715 -6.8264 0.6350  0.0843
H -4.5898 -6.8733 0.9708  0.0824
H -3.0883 -4.6894 0.1289  0.1345
H -4.3715 -3.4125 3.6719  0.0880
H -4.4590 -5.1028 3.3919  0.0615
H -5.8362 -4.0099 2.8531  0.0814
C 1.5400 0.8227 -0.8350  -0.0425
N 0.6426 0.0060 -0.0255  0.0230
C -0.5900 0.3640 0.3757  -0.5321
C -1.3843 -0.6961 1.1117  0.0068
O -1.1269 1.4253 0.0681  0.0251
H 1.5447 1.8552 -0.4895  0.0820
H 1.0835 0.8410 -1.8302  0.0708
H 2.5296 0.3820 -0.8527  0.0709
H 0.9307 -0.8966 0.3111  0.1123
H -2.4342 -0.4644 1.2066  0.0668
H -0.8747 -0.7681 2.0818  0.0866
H -1.2613 -1.6488 0.5933  0.0605
C 4.3589 -2.1815 -1.8501  -0.1625
C 5.0235 -2.5702 -0.5511  -0.1615
C 6.2459 -1.6531 -0.4987  -0.2219
O 6.6462 -1.4853 -1.8421  -0.1228
C 5.4254 -1.2996 -2.5418  -0.1926
H 3.4825 -1.5622 -1.6542  0.0769
H 4.0824 -3.0304 -2.4707  0.1052
H 5.4446 -3.5761 -0.6315  0.1141
H 4.4481 -2.4816 0.3689  0.1074
H 7.0585 -1.9711 0.1547  0.1228
H 5.9827 -0.6687 -0.0659  0.1118
H 5.4851 -1.3896 -3.6251  0.1210
H 5.1478 -0.2400 -2.4145  0.1033
C -1.2316 2.9114 -2.7741  -0.1821
C -2.6191 3.2513 -2.2861  -0.1752
C -2.8492 4.6117 -2.9812  -0.2048
O -1.5764 5.2254 -3.0301  -0.1327
C -0.5860 4.2866 -2.5946  -0.1984
H -1.1445 2.5598 -3.8031  0.1151
H -0.6723 2.2664 -2.0955  0.0675
H -2.6109 3.3702 -1.1982  0.1056
H -3.3976 2.4934 -2.4045  0.1113
H -3.5498 5.1892 -2.3777  0.1155
H -3.2519 4.3958 -3.9760  0.1142
H -0.4551 4.4515 -1.5146  0.1116
H 0.4155 4.3980 -3.0124  0.1133
C 1.3610 -3.8783 2.9585  -0.1502
C -0.0398 -4.4427 2.5890  -0.1459
C -0.9997 -3.7878 3.5748  -0.2182
O -0.2410 -3.3044 4.6630  -0.1274
C 1.1129 -3.0906 4.2376  -0.1924
H 1.6901 -3.1908 2.1765  0.0892
H 2.1329 -4.6320 3.0887  0.1048
H 0.0392 -5.5092 2.8184  0.1064
H -0.2539 -4.3085 1.5324  0.0978
H -1.7440 -4.5045 3.9295  0.1133
H -1.5539 -2.9990 3.0482  0.0977
H 1.7202 -3.3805 5.0959  0.1164
H 1.2544 -2.0142 4.0921  0.1126
C -0.2825 -2.1632 -3.9960  -0.1566
C 0.9932 -2.3137 -3.1437  -0.1754
C 0.4336 -2.9855 -1.9042  -0.1891
O -0.8861 -2.4169 -1.7563  -0.1743
C -1.2410 -1.6827 -2.9321  -0.1933
H -0.5486 -3.1619 -4.3520  0.1162
H -0.1352 -1.4895 -4.8368  0.1162
H 1.3551 -1.3029 -2.9439  0.0957
H 1.7656 -2.8594 -3.6836  0.1093
H 1.0437 -2.8191 -1.0145  0.0984
H 0.1914 -4.0447 -2.0291  0.1206
H -1.0545 -0.6220 -2.7146  0.1151
H -2.3004 -1.8040 -3.1480  0.1236
C 0.9603 4.0641 2.8105  -0.1539
C 1.5874 5.4723 2.7906  -0.1574
C 0.4460 6.3258 2.2364  -0.1999
O -0.1852 5.4641 1.2851  -0.1522
C -0.3071 4.2189 1.9521  -0.2013
H 0.7359 3.7347 3.8264  0.1028
H 1.7058 3.3569 2.4402  0.0986
H 2.3781 5.5126 2.0469  0.0858
H 1.9320 5.7943 3.7714  0.1073
H 0.7554 7.2139 1.6936  0.1202
H -0.2951 6.5171 3.0247  0.1200
H -0.4616 3.3811 1.2764  0.0924
H -1.1705 4.2849 2.6272  0.1183
C -6.4498 -1.3780 0.4730  -0.1759
C -5.8832 -0.1109 1.0902  -0.1653
C -5.8232 0.8173 -0.1404  -0.1972
O -5.7203 -0.0412 -1.2697  -0.1499
C -5.6433 -1.4040 -0.8089  -0.1966
H -7.5105 -1.2679 0.2263  0.1183
H -6.3626 -2.3056 1.0388  0.0918
H -4.8942 -0.3335 1.4996  0.0916
H -6.4339 0.2764 1.9496  0.1094
H -4.9389 1.4587 -0.1018  0.1104
H -6.7114 1.4551 -0.1322  0.1137
H -4.5759 -1.5358 -0.6094  0.1053
H -6.0287 -2.0981 -1.5537  0.1198
C 5.2183 4.9813 -1.3882  -0.1716
C 6.2455 4.0882 -0.7060  -0.1734
C 5.4459 2.7869 -0.6681  -0.2179
O 4.1457 3.2084 -0.2601  -0.1526
C 3.9322 4.5664 -0.6582  -0.1851
H 5.2215 4.6779 -2.4388  0.1133
H 5.5627 6.0117 -1.2979  0.1129
H 6.3664 4.3436 0.3516  0.1185
H 7.2143 4.0293 -1.1960  0.1144
H 5.8511 2.0765 0.0539  0.1118
H 5.3938 2.2907 -1.6452  0.1114
H 3.8832 5.2371 0.2005  0.1070
H 3.0733 4.6480 -1.3210  0.1158